1) {"formula": "C4H13N2S", "method": "ωB97M-V/def2-TZVPD", "charge": 1, "homo_lumo_gap_ev": 9.20, "elements": ["C", "C", "C", "C", "N", "N", "S", "H", "H", "H", "H", "H", "H", "H", "H", "H", "H", "H", "H", "H"], "xyz": [[-3.0134, 1.0552, -0.1945], [-0.7187, 0.5990, 0.6215], [4.0859, 0.5048, 0.8621], [-1.8826, -1.0717, -0.6539], [-0.9413, -1.9289, -0.8983], [-1.8853, 0.0692, -0.0934], [2.9198, 0.0110, -0.5452], [-2.6046, 1.8647, -0.7490], [-3.7151, 0.4215, -0.7449], [-3.3251, 1.2664, 0.8381], [-0.1433, -0.2147, 1.0425], [-0.0939, 1.1506, 0.0283], [-1.0818, 1.3076, 1.4852], [3.8166, 1.6005, 1.2006], [5.0516, 0.3518, 0.3468], [3.8472, -0.2398, 1.6750], [-2.8608, -1.3421, -1.1561], [-1.1748, -2.7992, -1.1626], [0.0062, -1.7793, -0.6101], [3.7133, -0.8266, -1.2921]], "mulliken_charge": [-0.788, -1.092, -0.687, 0.417, -0.247, 0.010, -0.230, 0.356, 0.253, 0.340, 0.412, 0.416, 0.295, 0.266, 0.301, 0.242, 0.215, 0.225, 0.172, 0.125]}

2) {"formula": "C4H13N2S", "method": "ωB97M-V/def2-TZVPD", "charge": 1, "homo_lumo_gap_ev": 3.93, "elements": ["N", "C", "C", "S", "C", "N", "C", "H", "H", "H", "H", "H", "H", "H", "H", "H", "H", "H", "H", "H"], "xyz": [[3.5618, 0.8033, -1.2321], [-2.3334, -1.2832, 0.6086], [-2.9484, -0.6208, 1.6139], [1.6090, -0.6221, 1.0469], [-1.3742, -0.6661, -0.3330], [-1.1143, 0.7277, -0.1364], [-0.0452, 1.2806, -0.9768], [4.5085, 1.1682, -1.2831], [3.3213, 0.5955, -0.2773], [3.5710, -0.0712, -1.7421], [-2.3441, -2.3661, 0.5895], [-2.8619, 0.4414, 1.7793], [-3.6215, -1.2180, 2.2142], [2.0609, -1.0428, 2.2381], [-1.5999, -0.9048, -1.3766], [-0.3779, -1.1785, -0.0820], [-0.7921, 0.7766, 0.8299], [0.8076, 1.2876, -0.3150], [0.2060, 0.6132, -1.8020], [-0.2333, 2.2793, -1.3640]], "mulliken_charge": [-0.585, -0.361, -0.671, -0.090, 0.225, -0.212, -0.776, 0.247, 0.117, 0.244, 0.351, 0.314, 0.272, 0.209, 0.426, -0.019, 0.400, 0.285, 0.293, 0.330]}

Of them, 1) has the highest stability.

1) {"formula": "C3H3NO2S2", "method": "ωB97M-V/def2-TZVPD", "homo_lumo_gap_ev": 9.21, "smiles": "O=c1on(S)cc1S", "elements": ["C", "C", "C", "H", "H", "H", "N", "O", "O", "S", "S"], "xyz": [[0.7818, -0.2694, -0.4675], [0.4961, 0.9161, 0.0236], [-0.6024, -0.8946, -0.7646], [1.7951, -2.1268, -1.1717], [0.9874, 1.7467, 0.4384], [-0.9451, 0.6935, 2.5110], [-0.9145, 1.2177, 0.1050], [-1.5546, 0.0315, -0.4071], [-0.9606, -1.9094, -1.3676], [2.3499, -1.0343, -0.6346], [-1.4332, 1.6292, 1.7352]], "mulliken_charge": [0.173, -0.532, 0.618, 0.158, 0.493, 0.146, -0.002, -0.192, -0.572, -0.220, -0.070]}

2) {"formula": "C3H3NO2S2", "method": "ωB97M-V/def2-TZVPD", "homo_lumo_gap_ev": [6.09, 6.09], "elements": ["C", "C", "C", "N", "O", "O", "S", "S", "H", "H", "H"], "xyz": [[1.0499, -0.4757, 1.7415], [-0.2472, -1.2486, -0.1467], [-0.4018, 0.1747, -0.6252], [0.8428, 0.7242, 1.7095], [-0.7852, -2.1421, -0.7413], [0.4919, -1.4876, 0.9279], [0.8590, 0.8176, -1.6125], [-2.0153, 0.7723, -0.5652], [1.7058, -1.0026, 2.4471], [0.3530, 2.0543, -1.7372], [-1.8530, 1.8136, -1.3978]], "mulliken_charge": [0.109, 0.283, 0.376, -0.575, -0.472, -0.343, -0.009, -0.050, 0.393, 0.142, 0.145]}

Of them, 1) has the highest stability.